Computed, not measured: a cluster of 10 separate species, C40H90Br4N8O2 in total in a non-equilibrium geometry, with the ωB97M-V functional and the def2-TZVPD basis.

The geometry in XYZ format:
```
144
Properties=species:S:1:pos:R:3:forces:R:3:lowdin_charge:R:1
C -4.40819 4.64741 2.90468 0.12 -0.85 -0.66 -0.04
C -4.38300 3.76512 1.65227 -1.09 0.41 -0.87 -0.18
N -4.68083 2.37430 2.01111 1.01 -0.33 1.01 -0.04
C -5.90272 1.77557 2.17485 -0.42 0.40 0.11 0.00
C -5.69378 0.53783 2.66740 0.39 -0.03 0.52 0.00
N -4.33000 0.41375 2.87763 -0.42 0.18 0.26 -0.08
C -3.75642 1.55444 2.51116 -0.11 -0.04 -0.53 -0.03
C -3.71205 -0.70678 3.59157 -0.36 0.35 -0.03 0.03
H -3.59442 4.29793 3.54076 -0.02 0.39 0.26 0.07
H -5.35899 4.47689 3.40721 0.03 0.23 0.18 0.08
H -4.29873 5.69586 2.64435 0.08 0.01 0.09 0.09
H -3.49995 3.81030 1.01399 0.32 -0.29 0.43 0.08
H -5.16810 4.00626 0.93193 -0.11 0.31 0.23 0.13
H -6.82132 2.33768 2.15569 -0.03 -0.10 -0.66 0.15
H -6.38185 -0.20381 3.03153 -0.04 -0.06 -0.20 0.14
H -2.72109 1.82205 2.62828 0.09 -0.21 -0.23 0.17
H -2.67511 -0.76365 3.27686 -0.04 -0.47 0.04 0.09
H -4.32209 -1.57815 3.36941 0.47 -0.24 -0.27 0.09
H -3.78688 -0.56426 4.66937 0.15 0.24 -0.03 0.11
C 7.86516 2.00266 -2.80918 0.55 -0.23 0.64 -0.05
C 6.99109 1.37875 -1.72858 -0.30 -0.21 -0.43 -0.19
N 6.37154 0.12624 -2.21109 -0.32 -1.03 -0.19 -0.04
C 6.88387 -1.15361 -2.18699 0.18 -0.04 0.07 0.01
C 5.97239 -1.97890 -2.76260 0.00 -0.12 -0.21 0.00
N 4.87332 -1.21541 -3.09300 0.64 0.07 0.01 -0.07
C 5.16726 0.03220 -2.75847 -0.54 0.82 0.15 -0.05
C 3.62183 -1.64943 -3.74218 0.49 0.09 0.22 0.00
H 7.37590 1.99388 -3.77992 0.15 0.02 -0.08 0.08
H 8.81143 1.45796 -2.79944 -0.11 -0.19 -0.60 0.08
H 8.18093 3.01108 -2.54533 -0.44 0.13 0.07 0.09
H 6.12888 1.98532 -1.46161 0.35 0.26 0.42 0.09
H 7.58064 1.08502 -0.86526 -0.24 0.41 0.28 0.10
H 7.81465 -1.39779 -1.70525 0.12 0.11 -0.20 0.14
H 6.05197 -3.01012 -3.05969 -0.11 -0.09 0.32 0.14
H 4.49543 0.86846 -2.85657 -0.01 -0.01 -0.08 0.16
H 3.18406 -2.48987 -3.20938 -0.08 0.07 0.00 0.06
H 3.84987 -1.93304 -4.76592 -0.19 0.03 -0.05 0.11
H 2.96052 -0.78986 -3.69532 -0.24 -0.19 -0.19 0.06
C -0.26963 5.26886 -3.79535 0.20 -1.48 0.46 -0.10
C 0.57374 4.67825 -4.94800 -0.85 0.96 0.05 -0.24
C -0.03190 3.45244 -5.67606 1.06 0.69 0.24 -0.19
C -0.52894 2.41769 -4.68215 -0.10 0.23 -1.46 -0.13
N -1.04406 1.15709 -5.34175 -0.82 -0.33 0.30 -0.24
C -2.09662 1.35904 -6.44840 0.27 0.72 0.20 -0.08
C -2.95107 0.08700 -6.47644 1.03 -0.47 0.14 -0.12
C -2.68730 -0.60313 -5.12256 -0.13 -0.54 -0.16 -0.17
C -1.84585 0.36262 -4.32531 -0.23 -0.44 0.11 -0.19
C 0.12825 0.37822 -5.87487 -0.30 0.90 -0.01 0.02
H -1.34724 5.19452 -3.94747 -0.01 0.47 -0.37 0.08
H 0.04113 6.26239 -3.48727 -0.09 0.11 -0.25 0.07
H -0.11994 4.61045 -2.93131 0.01 0.20 0.19 0.06
H 1.57428 4.48985 -4.55789 0.05 -0.23 -0.15 0.10
H 0.65999 5.46390 -5.70001 0.29 -0.10 -0.12 0.11
H 0.79938 3.10761 -6.29538 -0.23 -0.35 -0.12 0.11
H -0.80141 3.82185 -6.35383 -0.24 -0.20 0.14 0.12
H -1.33936 2.89633 -4.14099 -0.03 -0.53 0.52 0.10
H 0.30435 2.08353 -4.06822 -0.23 0.13 0.47 0.13
H -1.52235 1.56384 -7.34937 -0.20 -0.14 -0.18 0.13
H -2.67065 2.26046 -6.23540 0.07 -0.03 0.34 0.14
H -2.52235 -0.51080 -7.27980 -0.50 -0.28 -0.07 0.11
H -4.02345 0.18578 -6.60473 0.11 0.61 -0.41 0.12
H -2.21701 -1.57828 -5.25367 0.30 0.13 0.04 0.07
H -3.61007 -0.81673 -4.58371 -0.04 0.19 0.02 0.12
H -1.23227 -0.16628 -3.59668 0.39 0.24 -0.14 0.08
H -2.49490 1.05909 -3.79361 0.30 0.15 -0.10 -0.01
H 0.76675 0.17490 -5.02091 -0.10 -0.65 -0.08 0.08
H 0.67281 1.03990 -6.54717 -0.09 -0.05 -0.09 0.09
H -0.21479 -0.48340 -6.43655 0.08 -0.29 0.41 0.11
C -3.96065 -2.20094 -1.12720 0.92 0.74 0.70 -0.11
C -3.02037 -3.37899 -1.46725 -2.26 0.58 0.02 -0.24
C -3.49060 -4.69976 -0.87214 1.64 -1.18 0.25 -0.18
C -3.34537 -4.76916 0.64787 -1.01 -0.50 0.36 -0.10
N -3.73956 -6.11802 1.25534 -0.01 -0.02 0.76 -0.26
C -5.00338 -6.68166 0.64078 -0.15 -0.09 -0.06 -0.10
C -5.66145 -7.57521 1.70921 0.87 -0.52 -0.61 -0.13
C -5.05945 -7.14078 3.04530 0.33 0.61 -0.30 -0.14
C -4.14988 -5.96662 2.70021 0.11 0.67 0.72 -0.12
C -2.54971 -7.06676 1.22358 -1.63 -0.06 -1.24 0.06
H -4.02913 -2.00939 -0.04813 -0.17 -0.20 0.05 0.05
H -4.97060 -2.23387 -1.53424 0.04 -0.41 -0.07 0.08
H -3.50543 -1.27385 -1.49145 -0.11 -0.02 -0.18 0.03
H -2.00096 -3.15514 -1.16674 0.13 -0.11 -0.39 0.08
H -3.17394 -3.45868 -2.54311 1.00 -0.24 -0.11 0.10
H -2.79512 -5.45407 -1.26200 -0.05 -0.05 -0.15 0.12
H -4.46655 -5.03751 -1.21865 -0.18 0.52 0.10 0.11
H -4.06650 -4.09191 1.11000 0.35 0.30 0.02 0.11
H -2.34064 -4.66419 1.05291 0.21 0.76 -0.34 0.12
H -4.76932 -7.22394 -0.27294 0.17 0.02 0.03 0.14
H -5.62456 -5.83666 0.34940 0.01 0.10 0.23 0.13
H -5.31968 -8.58351 1.47324 -0.36 -0.18 0.21 0.11
H -6.74593 -7.57442 1.66266 0.01 0.18 -0.03 0.12
H -4.37303 -7.87627 3.45999 -0.55 -0.41 0.14 0.12
H -5.79887 -6.83954 3.78256 0.05 -0.16 0.09 0.12
H -3.31667 -5.99421 3.40176 0.45 0.25 -0.54 0.14
H -4.57544 -4.96741 2.79899 -0.43 -0.22 -0.04 0.12
H -2.22204 -7.02306 0.18729 0.49 -0.20 0.15 0.11
H -3.00567 -8.04039 1.39791 0.57 -0.17 0.25 0.11
H -1.79097 -6.76835 1.93640 0.07 0.11 0.00 0.10
C 1.64462 -1.44515 0.33738 0.51 0.02 0.08 -0.02
N 0.88579 -0.14849 0.17900 0.28 -1.09 0.94 -0.33
C 1.07269 0.36216 -1.19824 0.64 0.18 -0.28 -0.01
C -0.53133 -0.52915 0.49072 -0.78 1.44 -0.79 -0.03
C 1.34342 0.80670 1.25789 -0.11 -0.23 -0.09 -0.10
C 2.53889 1.68492 0.96216 0.40 -0.35 0.71 -0.25
O 3.67939 0.91267 0.65391 -0.24 0.08 -0.25 -0.12
H 2.70928 -1.28293 0.17728 -0.10 0.13 -0.23 0.10
H 1.21883 -2.16967 -0.35762 0.11 -0.01 0.11 0.09
H 1.52211 -1.76274 1.37151 -0.20 -0.39 -0.16 0.02
H 2.13798 0.55465 -1.34645 0.04 0.02 0.40 0.08
H 0.55040 1.30275 -1.35797 -0.49 -0.23 0.01 0.09
H 0.85092 -0.43174 -1.91054 -0.66 0.00 -0.01 0.06
H -0.89439 -1.23689 -0.24848 0.12 -0.06 -0.06 0.10
H -1.07790 0.41028 0.38453 -0.41 -0.19 -0.24 0.01
H -0.71142 -0.90424 1.49578 0.83 -0.25 0.04 0.10
H 1.54930 0.13837 2.09316 0.19 0.19 0.12 0.14
H 0.50202 1.43451 1.55215 -0.08 0.09 -0.31 0.13
H 2.70467 2.17768 1.92624 0.00 0.36 -0.06 0.12
H 2.34437 2.46305 0.22346 -0.15 -0.03 -0.18 0.13
H 4.46516 1.41875 0.94579 0.30 0.00 -0.01 -0.06
C 3.60369 3.44113 8.13976 -0.37 0.26 -0.97 0.02
N 3.84238 3.14849 6.66985 0.37 -1.56 0.92 -0.35
C 4.02308 1.64844 6.53686 0.12 0.32 0.38 0.02
C 2.60993 3.54837 5.94267 -0.33 0.06 -0.43 -0.01
C 5.15855 3.83023 6.29072 -1.21 0.37 -0.43 -0.08
C 5.52945 3.60631 4.85305 0.93 -0.62 -0.76 -0.30
O 4.56307 4.13741 3.98200 -0.28 0.19 0.31 -0.12
H 2.76886 2.81685 8.44372 0.12 -0.02 0.26 0.10
H 3.28508 4.48059 8.17183 0.24 0.07 0.35 0.11
H 4.50854 3.25266 8.70626 -0.04 -0.01 0.07 0.11
H 3.36084 1.19788 7.27087 -0.16 -0.27 -0.33 0.10
H 5.04474 1.38714 6.80213 0.01 0.06 0.00 0.12
H 3.82730 1.32931 5.51912 -0.08 0.03 0.02 0.11
H 2.51304 3.04087 4.98754 0.65 0.38 -0.19 0.09
H 2.63299 4.62834 5.83526 -0.22 -0.02 -0.18 0.12
H 1.71830 3.20691 6.47083 0.27 0.22 0.59 0.11
H 5.88267 3.43507 6.99693 0.18 0.01 -0.16 0.14
H 4.96772 4.88115 6.50920 0.25 0.12 -0.14 0.14
H 5.71135 2.55574 4.58778 -0.28 -0.16 0.45 0.09
H 6.53231 4.00473 4.65586 -0.12 0.48 0.26 0.13
H 4.84694 3.88411 3.08365 0.27 0.00 -0.15 -0.04
Br 0.15451 -2.94370 -3.74486 0.11 0.57 0.20 -0.46
Br 0.92815 -4.39773 2.46227 -0.52 0.27 -0.11 -0.71
Br 6.47144 2.71202 1.61725 -0.61 -0.12 0.01 -0.19
Br -2.75301 1.87718 -1.40317 0.08 0.16 0.57 -0.32
```
Forces are in eV/Å.

The calculation puts the lowest unoccupied orbital energy at -3.966 eV. For the highest occupied orbital energy, the calculation gives -10.07 eV. The charge is +2.